Here is a structure of composition C21H20IrN5O7S2 from the OMol25 dataset. Energies are from ωB97M-V/def2-TZVPD.

XYZ file:
```
56
Properties=species:S:1:pos:R:3:forces:R:3
Ir 0.21922 0.22189 1.33303 0.06 0.03 0.01
O -1.58708 2.28772 4.22933 -0.01 0.03 0.01
C -1.34739 1.37805 3.49073 0.07 -0.08 0.03
O -0.10534 1.11700 3.05853 -0.17 0.02 -0.01
C -2.42071 0.38165 3.05320 0.00 0.10 -0.05
C -1.86546 -1.03929 3.08431 0.03 -0.06 0.00
C -2.96466 -2.08677 3.01317 0.00 0.00 0.02
C -3.43414 -1.97288 1.54111 -0.02 -0.01 -0.01
C -2.54005 -0.87195 0.99925 0.03 -0.01 0.00
O -1.27939 -1.14473 1.72895 0.00 -0.01 0.00
C -2.91569 0.50123 1.56538 0.02 -0.02 0.03
C -2.29696 1.59809 0.70509 -0.06 0.03 -0.02
O -2.96584 2.45123 0.19143 0.02 0.00 0.02
O -0.98433 1.52172 0.48687 0.04 0.00 0.00
H -3.25476 0.50387 3.73946 0.00 0.01 0.00
H -1.07702 -1.21507 3.81066 0.00 -0.01 0.00
H -3.75140 -1.87002 3.73298 0.00 0.00 0.00
H -2.57079 -3.07759 3.22911 0.00 0.00 0.00
H -4.48406 -1.70444 1.44462 0.00 0.00 0.00
H -3.26638 -2.90123 0.99900 0.00 0.00 0.00
H -2.31983 -0.90988 -0.06215 0.00 0.00 0.00
H -3.98979 0.66277 1.53032 0.00 0.00 0.01
N 1.49912 4.42919 -4.95502 -0.01 0.00 -0.01
C 1.65378 3.56953 -3.92383 0.00 0.00 0.00
C 0.78525 3.62297 -2.81593 0.00 0.00 0.00
C 0.93839 2.75481 -1.76632 0.01 0.00 0.00
C 1.96894 1.80723 -1.81000 0.00 0.01 0.00
C 2.83579 1.72952 -2.90489 0.00 -0.01 0.00
C 2.68190 2.60488 -3.94751 0.00 0.00 0.00
S 2.18255 0.71117 -0.52185 0.00 0.02 0.06
O 1.78601 1.41338 0.76757 0.02 0.00 -0.06
O 3.46216 0.09248 -0.54505 0.01 0.00 0.00
N 0.93244 -0.37895 -0.39457 -0.03 -0.03 -0.05
C 0.62212 -1.28331 -1.40382 -0.05 0.04 -0.03
N 1.37464 -1.23372 -2.49630 0.02 -0.01 0.01
C 1.06367 -2.09895 -3.45476 0.02 -0.03 0.01
C 0.02125 -3.00250 -3.32320 -0.01 0.01 0.00
C -0.68916 -2.95606 -2.13687 0.02 -0.02 0.00
N -0.39958 -2.09727 -1.16023 0.01 -0.01 0.01
H 0.80633 5.15439 -4.92042 0.00 0.00 0.00
H 2.15005 4.44244 -5.71845 0.00 0.00 0.00
H -0.00362 4.36351 -2.78902 0.00 0.00 0.00
H 0.27184 2.80627 -0.91632 -0.01 -0.01 0.01
H 3.62012 0.98576 -2.91656 0.00 0.00 0.00
H 3.35437 2.56279 -4.79453 0.00 0.00 0.00
H 1.67470 -2.06654 -4.34899 -0.01 0.01 0.00
H -0.22384 -3.70567 -4.10443 0.00 0.00 0.00
H -1.51813 -3.62997 -1.95388 0.00 0.00 0.00
S 3.45107 -1.64284 3.84793 0.03 0.01 -0.02
C 2.68360 -2.86137 2.92398 -0.01 0.00 0.02
C 1.69803 -2.32689 2.16959 0.00 0.00 -0.02
N 1.56969 -0.96567 2.32873 0.02 -0.02 0.02
C 2.43708 -0.47403 3.18401 -0.02 0.00 0.01
H 2.99263 -3.89130 2.97811 0.00 0.00 0.00
H 1.04365 -2.84222 1.48318 0.00 0.00 0.00
H 2.47501 0.57554 3.43524 -0.01 0.00 0.00
```
Positions in Å, forces in eV/Å.

As for the HOMO-LUMO gap (spin up / spin down): 8.18 / 5.31 eV. Its net charge is +1. As for the multiplicity: 2. The HOMO energy (spin up / spin down) is -11.052 / -11.060 eV. The energy above the lowest of the compared OMol25 structures with the same formula, charge and spin comes out at 11.1 kcal per mole. The expectation value of S² is 0.756. The value obtained for the LUMO energy (spin up / spin down) is -2.87 / -5.75 eV.


Here is a structure of composition C21H20N5O3SSbSe4Ti in a non-equilibrium geometry from the OMol25 dataset. Energies are from ωB97M-V/def2-TZVPD.

XYZ file:
```
56
Properties=species:S:1:pos:R:3:forces:R:3
Ti -0.44503 -1.00125 -1.83258 -0.96 -0.01 0.47
N 3.75464 -0.70140 -2.69318 0.35 0.61 -0.12
C 2.84186 -1.59571 -2.37087 -0.80 -0.17 0.15
N 1.68584 -0.98010 -2.21296 0.52 0.71 -0.06
C 1.96528 0.36253 -2.44226 -0.25 0.17 -0.05
N 3.23884 0.56276 -2.75317 0.26 -0.27 0.08
C 0.92930 1.37738 -2.35384 -0.03 0.10 0.01
C 1.19989 2.72142 -2.63329 -0.06 -0.14 0.00
N 0.28357 3.66751 -2.66839 -0.32 -0.16 0.05
C -1.01213 3.23157 -2.41217 0.56 0.31 -0.08
C -1.32547 1.95650 -2.08201 0.44 -0.24 0.07
N -0.37535 0.96491 -2.00910 1.49 1.02 -0.61
H 4.73125 -0.84174 -2.85751 0.14 -0.03 -0.03
H 3.02784 -2.65550 -2.24948 -0.08 0.19 -0.07
H 2.23301 3.00608 -2.84398 -0.19 -0.04 0.02
H -1.79747 3.97680 -2.47685 0.10 -0.08 0.05
H -2.33349 1.66889 -1.85027 -0.33 -0.14 0.03
Se -5.69966 -1.83661 0.88474 0.15 -0.08 -0.20
Sb -5.18533 -0.98594 -1.35311 -1.85 0.05 0.15
Se -2.63414 -1.11042 -1.66249 -2.29 0.40 0.54
Se -6.18044 -2.36791 -3.10508 0.40 0.08 0.07
Se -5.71215 1.39488 -1.58001 0.32 -0.15 -0.09
O -0.22293 -1.26479 -0.08216 0.78 -0.93 1.91
S -0.88525 -2.35301 0.94748 -0.16 0.61 0.08
C -1.14758 -1.31172 2.43639 0.23 0.13 -0.47
C -1.60135 0.09253 2.11622 0.02 -0.15 -0.29
C -0.69609 1.14807 2.17899 -0.11 0.09 0.03
C -1.08720 2.43103 1.80085 -0.06 -0.12 -0.01
C -2.38176 2.65407 1.34147 0.07 -0.07 0.02
C -3.29165 1.60071 1.27941 0.06 0.08 0.17
C -2.89930 0.32540 1.66371 0.09 -0.07 0.15
C 2.04655 -2.73999 1.38731 0.37 0.11 0.25
C 2.46012 -1.53385 2.00879 -0.07 -0.33 -0.13
C 2.70402 -0.35869 1.25854 0.05 0.19 0.06
C 3.09631 0.82042 1.86884 -0.02 -0.21 0.08
C 3.25618 0.88462 3.25517 -0.10 -0.20 -0.07
C 3.01477 -0.26020 4.01969 -0.04 -0.06 -0.14
C 2.63175 -1.44526 3.41326 0.02 0.07 0.07
H -0.20108 -1.28315 2.97697 -0.10 -0.02 0.25
H -1.91717 -1.86722 2.97670 0.10 -0.01 0.12
H 0.31716 0.96511 2.52014 0.03 -0.01 -0.02
H -0.37632 3.25058 1.85264 -0.03 -0.06 -0.04
H -2.67690 3.64598 1.01142 0.00 -0.08 0.04
H -4.30227 1.76194 0.91898 0.10 -0.05 -0.05
H -3.60766 -0.50270 1.60070 0.12 0.22 -0.02
H 1.93710 -2.81308 0.31382 -0.06 0.12 0.09
H 1.88627 -3.64570 1.96571 0.02 0.24 -0.05
H 2.55308 -0.38269 0.18866 -0.05 -0.01 -0.04
H 3.25928 1.70313 1.26350 -0.02 0.01 -0.02
H 3.54055 1.81314 3.73427 0.00 -0.02 -0.02
H 3.11422 -0.21749 5.09938 0.01 -0.02 -0.05
H 2.44941 -2.33346 4.01234 -0.01 0.10 -0.02
O -0.49455 -2.98797 -2.46170 0.03 0.37 -1.50
C -1.08719 -2.41415 -3.45752 1.34 -0.38 -0.53
O -0.70030 -1.26208 -3.87058 0.14 -1.55 -0.20
H -1.88084 -2.93420 -3.98151 -0.32 -0.14 -0.06
```
Positions in Å, forces in eV/Å.

As for the HOMO-LUMO gap (spin up / spin down): 4.78 / 4.56 eV. Its net charge is -2. As for the multiplicity: 3. The HOMO energy (spin up / spin down) is -1.279 / -1.280 eV. The energy above the lowest of the compared OMol25 structures with the same formula, charge and spin comes out at 33.3 kcal per mole. The expectation value of S² is 2.054. The value obtained for the LUMO energy (spin up / spin down) is 3.50 / 3.28 eV.


Here is the molecule C21H20O4 in a non-equilibrium geometry from the OMol25 dataset. Energies are from ωB97M-V/def2-TZVPD.

XYZ file:
```
45
Properties=species:S:1:pos:R:3:forces:R:3
O 2.70897 -6.42481 1.24705 0.26 -0.05 -0.01
O 0.94812 -0.19919 0.95966 -0.60 -1.04 1.80
O 0.70910 4.68333 0.07208 -0.37 -0.91 0.06
O 2.60749 -2.76283 -1.81768 -0.14 -0.38 0.00
C 1.43218 -1.09114 0.05585 0.04 -0.15 -0.57
C -2.57241 2.79152 1.96627 1.74 -1.37 -2.30
C 1.80009 -0.59364 -1.11358 0.19 1.63 0.68
C -1.27457 3.21477 1.85039 -1.71 0.56 1.88
C 1.94337 -4.26754 2.03191 -0.29 0.98 -1.92
C 2.58956 -4.57025 -0.25498 1.05 -1.58 -0.18
C 1.27843 3.02917 -1.58219 0.55 -0.08 0.44
C 1.54426 -2.94088 1.68826 -0.09 -1.22 -0.78
C 1.63571 1.75352 -1.98024 -0.85 -0.29 4.51
C 2.48731 -5.10407 1.02390 -1.51 1.36 0.20
C 2.24698 -3.28264 -0.54383 0.36 2.52 -2.42
C 0.89908 3.35288 -0.27356 -0.92 -1.95 1.29
C 0.99252 0.98454 0.37759 1.24 2.46 -4.36
C 1.64853 -2.41933 0.35504 0.51 -3.55 4.20
C 1.54878 0.80823 -0.90222 0.22 0.05 -3.91
C 0.60003 2.28014 0.68099 1.08 0.04 0.95
C 1.64877 5.18764 1.03066 -0.99 1.76 -1.92
C -2.97749 1.27457 1.71246 1.25 2.03 -0.49
C -3.72631 3.73170 1.91176 0.53 1.13 0.27
C 2.34679 -1.37698 -2.26613 -0.20 -0.32 1.94
C 0.00752 2.38382 2.07123 0.46 7.58 -2.58
H 2.94481 -6.86334 0.41020 -0.10 0.30 0.47
H -1.14992 4.32848 1.75733 0.08 -1.20 0.22
H 1.60726 -4.69945 2.93492 0.13 -0.24 1.07
H 3.01855 -5.25811 -0.99186 -0.15 0.67 -0.21
H 1.43338 3.82616 -2.24197 0.01 1.27 -0.87
H 1.03457 -2.32707 2.42770 0.25 -0.14 0.00
H 2.05496 1.43640 -2.88668 0.27 0.02 -1.27
H 2.29861 5.84344 0.41904 0.01 -0.14 0.96
H 2.14555 4.42575 1.49460 1.78 -2.17 0.83
H 1.15751 5.68766 1.85453 -0.46 0.63 -0.20
H -2.10197 0.74903 1.29773 -0.36 -0.01 0.36
H -3.77043 1.23192 0.93476 0.30 0.05 0.76
H -3.26708 0.87024 2.65459 -0.54 -0.78 0.48
H -4.28705 3.66666 0.96126 0.16 -0.04 0.47
H -4.37038 3.45055 2.75312 -0.29 0.37 -0.22
H -3.34531 4.78861 2.05195 -0.68 -1.07 -0.12
H 3.30959 -0.92090 -2.63419 -1.04 -0.73 0.08
H 1.51348 -1.36737 -2.97436 0.61 -0.38 -0.67
H 0.69284 2.96514 2.78012 -0.84 -0.61 -0.91
H -0.17880 1.53664 2.50949 -1.00 -5.00 2.01
```
Positions in Å, forces in eV/Å.

As for the HOMO-LUMO gap: 7.76 eV. As for the multiplicity: 1. The HOMO energy is -7.281 eV. The energy above the lowest of the compared OMol25 structures with the same formula, charge and spin comes out at 56.4 kcal per mole. Its SMILES is COc1ccc2c3c(oc2c1CC=C(C)C)-c1ccc(O)cc1OC3. The value obtained for the LUMO energy is 0.48 eV.


Here is a structure of composition C21H21AuN5O3S2 from the OMol25 dataset. Energies are from ωB97M-V/def2-TZVPD.

XYZ file:
```
53
Properties=species:S:1:pos:R:3:forces:R:3
Au -0.05096 -0.39746 1.27944 0.04 -0.06 -0.04
C -2.04093 -5.97344 -2.20292 0.01 0.01 0.00
C -2.01649 -4.60448 -1.57780 -0.01 0.00 -0.02
C -2.35777 -3.46669 -2.32140 0.02 -0.04 0.02
C -2.28775 -2.20118 -1.79084 -0.02 0.04 0.00
C -1.89607 -1.99170 -0.45083 0.02 0.03 -0.03
N -1.74116 -0.74566 0.09476 -0.08 -0.05 0.00
C -2.50003 0.32387 -0.36355 0.01 0.01 0.00
C -3.88847 0.22816 -0.48395 0.02 0.02 -0.01
C -4.65199 1.29407 -0.91876 -0.02 -0.03 0.00
C -4.07322 2.52353 -1.20568 0.02 0.01 -0.02
C -4.87800 3.68241 -1.72363 -0.01 0.00 0.00
C -2.70289 2.64032 -1.04908 0.02 0.03 -0.02
C -1.92398 1.55917 -0.66956 0.10 -0.04 0.03
N -0.50374 1.72584 -0.72606 0.01 -0.06 -0.06
C 0.15344 2.47102 -1.63105 -0.06 -0.13 0.18
C 1.49174 2.46663 -1.28243 -0.06 0.15 -0.23
C 1.58338 1.66606 -0.15414 0.14 -0.04 0.09
N 0.37682 1.22459 0.17891 -0.21 0.05 0.08
C -1.59645 -3.13858 0.29546 0.03 -0.07 0.03
C -1.62215 -4.41440 -0.26967 0.00 0.03 0.01
N -1.29857 -3.04621 1.69482 -0.01 0.01 -0.02
C -1.65743 -3.93445 2.63837 -0.04 0.06 0.02
C -1.07853 -3.55956 3.83176 0.05 -0.06 -0.01
C -0.35250 -2.40591 3.53717 -0.07 0.06 -0.01
N -0.49842 -2.10973 2.25269 0.04 -0.01 0.01
H -3.02478 -6.20410 -2.61679 0.00 0.00 0.00
H -1.79577 -6.74543 -1.47255 0.00 0.00 0.00
H -1.31990 -6.04625 -3.02031 0.00 -0.01 0.00
H -2.64514 -3.57915 -3.36124 -0.01 0.01 0.00
H -2.48343 -1.33416 -2.41175 0.00 0.00 0.00
H -4.35586 -0.72163 -0.25519 0.01 -0.01 0.00
H -5.72086 1.16440 -1.04683 0.00 0.00 0.00
H -5.83361 3.34047 -2.12150 0.00 0.00 0.01
H -4.33920 4.17947 -2.53117 0.00 0.00 0.00
H -5.08201 4.41857 -0.94124 0.01 0.00 0.00
H -2.21572 3.57260 -1.30044 0.00 0.02 0.00
H -0.39982 2.88229 -2.46469 0.05 0.02 -0.04
H 2.29754 2.95000 -1.80442 0.00 0.01 0.00
H 2.41745 1.35555 0.45403 0.00 0.00 -0.01
H -1.31778 -5.26420 0.33078 0.00 0.00 0.01
H -2.30801 -4.75317 2.38741 0.00 0.00 0.00
H -1.17460 -4.04733 4.78483 0.01 -0.01 0.00
H 0.26767 -1.75521 4.13371 0.00 0.00 0.00
C -1.35102 1.13932 -5.97329 -0.09 -0.01 -0.02
S -2.01170 1.26222 -4.31707 -0.08 0.14 -0.37
O -3.38994 0.80581 -4.40678 -0.03 -0.02 0.03
O -1.88369 2.68564 -3.98326 0.07 0.03 0.07
O -1.14786 0.39731 -3.52416 0.12 -0.07 0.29
H -1.94293 1.77290 -6.63130 0.01 0.00 0.00
H -1.41315 0.09994 -6.28986 0.00 0.00 0.00
H -0.31408 1.46812 -5.95942 0.00 0.01 0.02
S 1.75910 -0.05624 2.64291 0.01 0.01 0.03
```
Positions in Å, forces in eV/Å.

As for the HOMO-LUMO gap: 6.88 eV. Its net charge is -1. As for the multiplicity: 1. The HOMO energy is -4.322 eV. The energy above the lowest of the compared OMol25 structures with the same formula, charge and spin comes out at 0.0 kcal per mole. The value obtained for the LUMO energy is 2.56 eV.